The following is a DFT calculation (ωB97M-V with the def2-TZVPD basis set) of a 12-piece molecular cluster, C19H12BBrCl46NO4 overall.

Geometry as XYZ:
```
84
Properties=species:S:1:pos:R:3:forces:R:3
C -2.330430 -0.569662 -1.537148 0.9 -0.6 -0.3
C -0.745254 -0.122478 -1.822565 0.0 -1.2 -1.3
C 0.244329 -0.382360 -0.540252 -2.5 -1.5 -0.4
Br 2.119982 -0.454315 -1.255465 -0.8 -0.6 0.1
B 0.153095 0.749149 0.649903 0.6 2.1 -1.6
C -0.766135 0.479005 1.986348 0.3 -2.2 5.4
Cl -2.590153 0.951617 1.831452 2.2 -0.8 0.5
C -0.300530 -0.062129 3.292806 -0.7 1.4 -3.7
C 1.270125 -0.473365 3.520187 -0.3 1.0 0.0
Cl -1.484283 -0.276335 4.738166 1.0 0.0 -2.1
O 1.553139 1.197741 0.782839 0.9 2.9 2.1
C 1.541592 2.672158 1.052090 -1.8 -0.9 0.3
C 0.499235 3.066479 -0.194821 1.5 -4.6 1.7
O 0.021503 4.455033 -0.291732 0.4 -2.8 -1.7
N 0.400219 5.144525 0.800107 3.3 2.2 1.3
O 1.372190 5.853358 0.582157 -2.7 -1.7 0.3
O -0.501314 1.986158 0.093802 0.4 3.5 -1.1
H -2.357025 -0.967916 -0.436948 -0.5 1.0 -2.0
H -3.095666 0.285466 -1.773292 1.5 -1.6 0.8
H -2.585605 -1.502784 -2.236253 0.5 2.2 1.5
H -0.379682 -0.870595 -2.677983 -0.6 1.6 1.8
H -0.662224 0.953760 -2.297971 -0.1 -2.1 1.4
H -0.090881 -1.419773 -0.065511 1.2 1.6 -1.3
H 1.903190 0.527679 3.371010 -1.3 -2.3 0.1
H 1.503610 -0.826121 4.622517 -0.8 0.4 -2.5
H 1.560769 -1.262750 2.701838 -0.4 1.6 1.7
H 0.951447 2.775104 2.073708 1.2 0.4 -1.9
H 2.567178 3.232663 1.110690 -1.7 -1.5 -0.4
H 1.109238 2.620298 -1.116079 -1.5 2.1 1.2
C -3.315805 5.795044 0.721037 0.2 -0.5 0.0
Cl -1.879287 6.604348 0.045904 -0.9 0.3 0.1
Cl -3.015438 4.041954 0.826037 -0.1 0.7 0.0
Cl -3.650292 6.438802 2.348395 0.7 0.1 -0.3
Cl -4.718261 6.095028 -0.336121 0.2 0.1 0.0
C -7.585876 6.785801 2.609783 0.2 -0.2 0.0
Cl -8.347762 6.803606 4.220240 0.2 0.1 -0.3
Cl -6.513382 5.369341 2.475752 -0.9 0.4 0.1
Cl -8.848813 6.695213 1.356235 0.2 0.0 0.3
Cl -6.633531 8.275021 2.386810 -0.3 -0.3 0.1
C -2.847193 -4.723968 -1.783234 0.1 0.3 0.1
Cl -3.059181 -6.286570 -0.953963 0.0 0.3 -0.2
Cl -2.449278 -5.009860 -3.496271 -0.2 0.1 0.5
Cl -4.356523 -3.783549 -1.673068 0.3 -0.3 0.0
Cl -1.523812 -3.815811 -1.009690 -0.3 -0.4 -0.2
C 0.438383 -7.360066 -4.925003 0.2 -0.2 0.2
Cl 1.903553 -6.506293 -4.378463 -0.4 -0.2 -0.2
Cl 0.903088 -8.737565 -5.955104 0.0 0.0 1.0
Cl -0.465059 -7.955305 -3.509346 0.1 0.3 -0.4
Cl -0.588125 -6.241167 -5.857099 0.1 -0.1 0.3
C 1.392155 -7.954865 -9.769736 -0.2 0.2 0.1
Cl 2.621627 -9.046170 -9.082852 -0.2 0.2 -0.2
Cl 0.374675 -8.856427 -10.921469 0.2 0.2 0.2
Cl 0.374161 -7.306977 -8.458809 0.3 0.1 -1.4
Cl 2.198067 -6.609840 -10.615827 -0.2 -0.3 0.2
C 1.936287 1.330761 7.260323 -0.3 -0.1 -0.1
Cl 1.940358 0.876449 8.983094 0.1 0.1 -0.2
Cl 0.488105 0.656059 6.471582 0.8 0.6 0.7
Cl 1.919172 3.106433 7.114392 0.0 -0.4 0.1
Cl 3.397492 0.684153 6.472138 -0.3 0.0 0.2
C 1.560382 -11.861677 -3.690003 0.0 0.1 0.1
Cl -0.061625 -12.016015 -4.410856 0.4 0.0 0.2
Cl 1.865730 -13.247371 -2.612421 -0.1 0.3 -0.3
Cl 2.785138 -11.834252 -4.983766 -0.3 0.0 0.3
Cl 1.652386 -10.349085 -2.752957 0.1 -0.6 -0.2
C -8.366659 2.565886 4.602508 0.2 0.0 -0.1
Cl -8.578648 1.003283 5.431779 0.0 0.4 -0.2
Cl -7.968744 2.279994 2.889471 -0.2 0.0 0.5
Cl -9.875989 3.506305 4.712674 0.3 -0.2 0.0
Cl -7.043279 3.474042 5.376052 -0.4 -0.3 -0.1
C 5.401573 3.908410 4.769820 -0.4 0.1 0.1
Cl 5.405644 3.454099 6.492592 0.2 0.2 -0.4
Cl 3.953391 3.233708 3.981080 0.5 0.2 0.1
Cl 5.384458 5.684083 4.623890 -0.9 -0.5 1.1
Cl 6.862778 3.261803 3.981636 -0.3 -0.3 0.4
C 3.800468 -1.297540 -4.847833 -0.3 0.0 0.2
Cl 4.919672 -0.994798 -3.495026 -0.3 -0.1 -0.4
Cl 2.324536 -2.083803 -4.233029 0.5 0.1 -0.5
Cl 3.371305 0.249206 -5.621134 0.1 -0.4 0.2
Cl 4.586283 -2.360753 -6.042207 -0.1 0.2 0.2
C 7.410012 7.260241 1.659704 0.0 -0.2 0.0
Cl 7.198023 5.697638 2.488975 1.1 0.9 -1.5
Cl 7.807927 6.974349 -0.053333 -0.1 0.1 0.3
Cl 5.900682 8.200660 1.769870 0.3 -0.2 0.0
Cl 8.733391 8.168397 2.433248 -0.3 -0.2 -0.1
```
Positions in Å, forces in eV/Å.

Computed properties:
M: 2039.86 g/mol
Energy: -676319.391 eV
Total charge: -1
Lowest unoccupied orbital energy: 1.1083 eV


The following is a DFT calculation (ωB97M-V with the def2-TZVPD basis set) of C19H12F6N6O13RuS5 as an isolated structure.

Geometry as XYZ:
```
62
Properties=species:S:1:pos:R:3:forces:R:3
Ru -0.713673 -0.317658 -0.312565 -0.4 -0.6 0.6
F -0.562444 -4.533480 -0.425897 0.0 0.0 0.0
C -0.274295 -4.458857 -1.723901 0.0 0.0 0.1
F -1.380668 -4.647555 -2.429151 0.0 0.0 0.0
F 0.613951 -5.390286 -2.030767 0.0 0.0 0.0
S 0.402204 -2.789742 -2.109244 0.2 -0.1 0.1
O -0.688355 -1.910313 -1.626252 -0.2 0.2 0.0
O 0.621473 -2.756390 -3.511437 0.0 0.0 0.0
N 1.665715 -2.789847 -1.207960 -0.1 0.2 -0.1
S 2.244393 -1.721218 -0.226858 0.1 -0.3 0.1
O 1.235916 -0.769566 0.267510 0.0 0.3 -0.2
O 3.511540 -1.188410 -0.562769 0.0 0.0 0.0
C 2.518306 -2.775632 1.261752 -0.1 0.0 0.1
F 1.352196 -3.257448 1.702169 0.0 0.0 0.0
F 3.064398 -2.035361 2.220115 0.0 0.0 0.0
F 3.319549 -3.787625 0.971925 0.0 0.0 0.0
O -3.802825 1.668284 -1.980682 0.1 -0.1 0.1
C -2.821669 0.947352 -1.933827 -0.1 0.1 -0.2
O -2.528510 0.253296 -0.864705 0.1 0.0 0.2
C -1.920166 0.801011 -3.123264 0.1 0.0 0.1
C -2.465980 0.835095 -4.390224 0.0 0.0 -0.1
C -1.634034 0.696660 -5.487310 0.0 0.0 0.0
C -0.268074 0.552850 -5.354921 0.0 0.0 0.0
C 0.268934 0.536407 -4.086230 0.0 0.0 0.1
C -0.529765 0.680982 -2.940341 -0.2 0.0 -0.2
O -0.011149 0.794665 -1.731832 0.1 -0.2 0.4
N 1.717588 0.340899 -3.962422 0.0 0.2 0.0
O 2.134551 -0.176268 -2.945838 0.0 0.0 -0.1
O 2.408407 0.710553 -4.889472 -0.1 -0.1 0.0
N -2.218561 0.707653 -6.836033 0.0 0.0 0.0
O -3.425944 0.799119 -6.920099 0.0 0.0 0.0
O -1.457085 0.626393 -7.777152 0.0 0.0 0.0
H -3.530459 0.966095 -4.520596 0.0 0.0 0.0
H 0.370195 0.449800 -6.219276 0.0 0.0 0.0
S 0.023653 -1.119415 6.711648 0.0 0.0 0.1
C -0.151867 -1.128624 5.090198 0.1 0.1 -0.2
S -1.404024 -2.017617 4.262255 -0.1 0.0 0.0
C -0.886407 -1.342699 2.748280 0.6 0.4 0.5
N 0.142525 -0.555470 2.857256 -0.4 -0.3 -0.4
N 0.572334 -0.457457 4.115470 0.0 -0.1 0.4
C 1.739998 0.357914 4.314347 -0.1 0.0 -0.1
C 2.692095 0.026222 5.264679 0.1 0.0 0.0
C 3.830524 0.811428 5.375542 0.0 0.0 0.0
C 4.017101 1.906401 4.546893 0.0 0.0 0.0
C 3.058954 2.218636 3.592591 0.0 0.0 0.0
C 1.916049 1.447811 3.469790 0.0 0.0 0.0
S -1.592458 -1.710519 1.241841 0.1 0.6 -1.1
H 2.560548 -0.833847 5.901464 0.0 0.0 0.0
H 4.578736 0.551871 6.112263 0.0 0.0 0.0
H 4.910548 2.509599 4.636710 0.0 0.0 0.0
H 3.203102 3.060863 2.928993 0.0 0.0 0.0
H 1.181136 1.667851 2.709099 0.0 0.0 0.0
N -3.852077 3.242843 0.872968 0.0 0.0 -0.1
C -2.396726 3.305929 0.796320 -0.1 -0.1 0.0
C -1.885069 1.928398 1.158777 -0.1 0.0 0.0
O -2.674046 1.232541 1.920385 0.0 0.0 -0.1
O -0.803550 1.504286 0.747865 0.2 -0.4 0.0
H -4.219277 2.829965 0.014402 0.0 0.0 0.0
H -4.265909 4.156236 0.995036 0.0 0.0 0.0
H -3.518889 1.761496 1.949077 0.0 0.0 0.0
H -2.013385 4.001889 1.546361 0.0 0.0 0.0
H -1.979280 3.582014 -0.172969 0.0 0.0 0.0
```
Positions in Å, forces in eV/Å.

Computed properties:
M: 907.73 g/mol
Energy: -128512.129 eV
Energy above the lowest of the compared OMol25 structures with the same formula, charge and spin: 14.5 kJ/mol
Lowest unoccupied orbital energy (spin up / spin down): -3.8906 / -3.8490 eV


The following is a DFT calculation (ωB97M-V with the def2-TZVPD basis set) of C19H12FNO11Pt as an isolated structure.

Geometry as XYZ:
```
45
Properties=species:S:1:pos:R:3:forces:R:3
Pt -0.188035 0.780856 -0.501485 0.0 0.0 0.0
C 4.173205 -1.436534 3.783825 -2.0 1.2 -2.2
C 3.499095 -0.956874 2.586185 -2.4 -0.7 -1.4
C 4.355705 -0.798684 1.213715 -3.3 2.5 -0.2
O 3.734325 -0.305014 0.213355 2.4 -1.9 2.5
C 5.770795 -0.870704 1.370565 -2.7 0.3 -3.2
C 6.343045 -1.292614 2.521085 4.6 0.2 2.4
C 5.517955 -1.650494 3.797575 2.7 -1.7 2.8
O 6.076405 -2.134004 4.862735 -0.4 1.2 -2.9
O 7.631745 -1.188494 2.489765 -2.5 -0.8 1.1
O 2.256975 -0.765894 2.422565 3.0 -0.3 1.0
H 3.586365 -1.652094 4.664475 0.0 0.0 0.0
H 6.304965 -0.553184 0.487255 0.6 -0.1 0.2
C -0.653095 -0.649174 -6.544345 0.8 -2.6 -2.8
C -0.281715 -1.806024 -7.335415 0.5 -0.4 -2.3
C -0.214025 -3.258394 -6.594625 -0.7 -0.2 -1.1
O 0.076015 -4.339564 -7.120325 0.0 1.7 -0.1
C -0.671835 -3.275984 -5.227665 1.8 -2.8 -1.7
C -0.881255 -2.158534 -4.552975 -1.6 2.5 5.4
C -0.952155 -0.830764 -5.248375 -0.7 5.3 5.1
O -1.176425 0.268856 -4.519445 0.3 -4.0 -1.7
O -1.030475 -2.272314 -3.254355 0.3 0.7 -3.1
O -0.024895 -1.799204 -8.573475 -0.4 -0.1 2.4
H -0.702575 0.349896 -6.951535 0.1 -0.1 -0.2
H -0.488345 -4.179304 -4.664865 -0.4 -0.3 0.0
C -6.122665 -2.216724 4.268245 -1.7 0.0 0.8
C -6.900475 -0.903824 4.591665 0.1 -2.0 0.3
O -5.922345 0.059586 4.217115 -2.1 1.6 1.6
C -5.084115 -0.442074 3.344735 3.5 -1.7 -2.1
O -4.204235 0.049936 2.684685 -2.1 0.3 1.4
O -5.247895 -1.800364 3.309315 1.3 0.3 -1.1
F -7.259985 -0.921524 5.939735 0.8 0.8 -1.0
H -6.672195 -3.056064 3.842065 -0.5 0.3 0.2
H -5.665435 -2.557934 5.197005 0.4 0.1 0.1
H -7.839675 -0.784304 4.051535 0.2 0.4 -0.1
N 1.174135 4.842966 0.979905 2.4 -1.5 0.9
C -0.030635 5.182106 0.607055 -2.1 1.1 -1.8
C -0.009455 5.204526 -0.794175 -2.2 1.5 1.0
C 1.267395 4.879156 -1.192875 0.1 -0.4 -3.4
C 1.956995 4.555616 -0.132825 2.4 -0.2 4.4
H 1.383475 4.552496 1.924305 0.2 0.0 -0.3
H -0.732505 5.483056 1.370735 -0.4 -0.2 -0.4
H -0.764585 5.597576 -1.458765 -0.2 -0.2 0.2
H 1.653285 4.803556 -2.198755 -0.2 0.0 0.0
H 2.959155 4.246486 0.125095 0.0 -0.1 -0.7
```
Positions in Å, forces in eV/Å.

Computed properties:
⟨S²⟩: 2.083
M: 644.38 g/mol
Energy: -49865.089 eV
Total charge: -2
Multiplicity: 3
Lowest unoccupied orbital energy (spin up / spin down): 3.1074 / 2.2180 eV


> energy of number 2 (C19H12F6N6O13RuS5)?

-128512.129 eV


> Which value of energy does entry 1 give?

-676319.391 eV


> Which of these has the highest energy?

C19H12FNO11Pt